{"formula": "Cl3K2O12", "method": "wB97M-V/def2-TZVPD", "elements": ["K", "K", "Cl", "O", "O", "O", "O", "Cl", "O", "O", "O", "O", "Cl", "O", "O", "O", "O"], "positions_angstrom": [[-0.77283, 0.42577, -0.84541], [0.02981, -2.24261, 2.93645], [-1.55793, -3.56066, -2.14856], [-2.26226, -2.31626, -2.03314], [-0.22810, -3.26432, -2.48777], [-1.65449, -4.49789, -1.00130], [-2.29248, -4.12323, -3.20303], [2.50845, 2.05832, -1.52589], [1.95200, 3.37147, -1.93340], [2.71588, 1.11907, -2.61259], [3.80689, 2.30840, -1.00933], [1.65556, 1.55316, -0.53664], [-0.79838, 1.91550, 3.19974], [0.57510, 2.09791, 3.53307], [-1.03730, 1.64762, 1.75441], [-1.06722, 0.72403, 4.01495], [-1.57270, 2.78372, 3.89843]], "forces_ev_per_angstrom": [[0.206, 0.107, -0.103], [-0.215, 0.676, 0.022], [-2.611, -1.129, -0.037], [-0.057, 2.456, 2.950], [2.376, -0.124, 0.171], [0.584, 1.895, -0.369], [-0.109, -2.653, -2.246], [2.524, 3.447, -2.917], [0.084, -1.901, -0.393], [-1.509, 0.184, -0.007], [0.929, 0.098, 1.179], [-2.313, -2.054, 2.136], [3.216, -6.068, 1.661], [1.572, 1.683, -2.069], [-0.083, 0.981, 1.679], [-0.854, -3.650, -1.500], [-3.741, 6.052, -0.156]], "lowdin_charge": [0.892, 0.932, 0.589, -0.421, -0.346, -0.401, -0.358, 0.609, -0.386, -0.368, -0.358, -0.463, 0.622, -0.342, -0.437, -0.471, -0.292], "homo_ev": -6.54, "e_lumo_ev": 0.296, "charge": -1, "multiplicity": 1}


{"formula": "C5H6O", "method": "wB97M-V/def2-TZVPD", "elements": ["C", "C", "C", "C", "C", "O", "H", "H", "H", "H", "H", "H"], "positions_angstrom": [[-0.07418, -1.77705, 0.66679], [0.92460, -0.84788, -0.03139], [0.30373, 0.42612, -0.37265], [-0.23656, 1.50133, -0.45726], [-0.79907, 2.81379, -0.23620], [-1.80792, 2.99764, 0.40826], [-0.46661, -1.29226, 1.56636], [-0.92209, -2.00874, 0.01323], [0.41833, -2.71136, 0.95146], [1.37342, -1.32873, -0.90743], [1.75095, -0.59527, 0.64728], [-0.20395, 3.65188, -0.63382]], "forces_ev_per_angstrom": [[-0.025, -0.076, 0.054], [0.075, -0.043, -0.012], [-0.094, 0.461, 0.071], [0.115, -0.428, 0.149], [-0.282, 0.093, 0.283], [0.373, -0.003, -0.379], [0.061, -0.130, -0.138], [0.194, 0.036, 0.099], [-0.109, 0.110, -0.018], [-0.118, 0.120, 0.068], [-0.079, -0.178, -0.114], [-0.112, 0.038, -0.063]], "lowdin_charge": [-0.103, -0.253, -0.022, 0.038, -0.290, 0.051, 0.081, 0.079, 0.071, 0.113, 0.120, 0.114], "homo_ev": -10.30, "smiles": "CCC#CC=O", "e_lumo_ev": 0.353, "de_lowest_kj_mol": 178.3, "multiplicity": 1}